# C72H172B3F12N9O5

A 12-piece molecular cluster, C72H172B3F12N9O5 overall in a non-equilibrium geometry (ωB97M-V/def2-TZVPD, the Open Molecules 2025 dataset).

E_tot = -4986.60150 hartree
HOMO level = -18.5 eV
Total charge = +6
LUMO level = -11.17 eV

Each line ends with the Mulliken charge.
Cartesian coordinates (Å):
H 1.72770 -3.88570 -9.29016  0.14
H 3.95919 2.41025 -22.26314  0.36
C -1.17689 -1.78431 -16.05520  1.86
H -0.84081 -1.19011 -4.58779  0.35
C 2.83338 -0.44748 -20.85748  -1.32
H 3.93380 -9.51136 -7.33630  0.38
H 5.41742 -4.30682 -17.89363  0.42
C -1.69460 -5.35589 -12.94258  -0.73
C 3.74260 -1.57625 -8.34452  -0.71
H -0.34775 -7.33447 -9.23547  0.43
H 5.48689 1.46808 -14.84545  0.47
H -1.91517 -3.33204 -10.95136  -0.95
C -0.35092 4.42835 -7.22050  -0.52
H 2.87949 -2.07438 -14.21915  -0.11
C 3.61600 -3.09752 -8.23699  -0.68
H 2.97041 -4.13574 -17.47262  0.72
B 0.63248 -0.25402 -12.37836  -0.01
H 0.02571 4.59145 -13.96195  0.66
C -2.82895 2.26328 -11.53562  -1.32
C -2.93505 1.67200 -14.02622  0.25
H 1.81791 -4.19131 -7.54365  0.08
C 3.12409 -1.89984 -17.44976  -0.39
F 6.93403 2.16995 -9.57071  -0.35
H -1.85827 -1.05364 -15.61937  -1.07
F 3.93519 6.00133 -15.03644  -0.42
H -1.00139 -0.20170 -17.52522  0.06
H 2.72990 -6.81253 -8.84850  0.43
F 2.55632 6.50316 -16.67575  -0.27
H 3.33865 -1.36682 -20.56147  0.43
H 1.12122 -8.80167 -6.53109  0.51
H -5.20955 -0.90944 -19.87644  0.37
H -1.22688 -6.33957 -12.98392  0.62
C -4.54012 1.42278 -13.94634  -0.23
C -4.52223 -2.71771 -18.68933  -0.10
F 1.53683 0.53346 -13.13940  -0.12
H -0.61500 -2.71924 -6.32436  0.24
H 1.57710 -8.46160 -11.62828  0.65
H 2.39935 -3.44668 -16.03647  0.17
C 4.49901 -5.18003 -15.47682  -0.53
H 0.26570 -2.40697 -9.98931  0.11
H -2.50105 -1.08519 -10.55301  0.01
C -3.24699 -7.20491 -10.67845  -0.11
H -3.82815 2.57344 -11.22982  0.35
H 2.21749 2.43208 -16.43636  0.16
O 6.28702 -0.22700 -13.26426  0.48
H 3.99173 -1.11074 -7.39094  0.45
H 0.76736 -3.53253 -5.73300  0.38
C 3.62700 3.24040 -19.54158  0.30
H -6.12391 -1.25703 -18.45208  0.33
O 0.01957 5.68463 -5.14815  -0.32
C 4.92065 -2.66073 -14.90771  -1.20
H -3.73400 -5.26748 -10.09059  0.51
H -1.22645 -5.01963 -18.17445  0.32
H -1.21362 -10.24309 -8.17087  0.34
C 3.19437 -3.33044 -16.77304  -1.27
H 4.11430 -3.59285 -9.07033  0.00
C 2.52582 3.25854 -12.56274  1.03
H 3.12108 4.19834 -19.66198  0.59
H -2.06922 -5.34513 -10.28989  0.00
H 7.64532 -0.63759 -14.84219  0.23
H -2.36872 0.74888 -13.90287  -0.63
C -0.51555 -1.13942 -17.25550  1.46
H 0.01375 -3.09346 -18.01886  0.29
H 6.58643 3.43015 -11.84719  0.36
H -0.53906 3.21755 -12.21135  -0.24
H 5.92338 -2.93506 -14.58003  0.61
O 1.65336 -6.45151 -10.99026  0.20
C -3.24295 -1.62478 -11.14168  -0.87
H 1.30682 3.80708 -4.96006  0.36
C 3.53457 0.79254 -20.23237  0.16
H 2.64157 3.59456 -22.12360  0.36
H 1.37195 3.34575 -18.34114  0.18
C -0.88870 2.89820 -13.19312  0.02
C -2.18421 -2.91141 -16.48510  -1.41
H 3.37811 2.56295 -5.88178  0.39
H -5.11268 2.32325 -14.16867  0.35
H 8.31324 0.03399 -13.45384  0.49
C 0.01426 -2.14316 -8.96204  -1.14
H 3.48651 -3.48981 -13.52274  -0.38
H 6.60490 -5.49942 -14.82225  0.47
C 4.88452 1.25378 -12.05251  1.03
H -0.19698 -9.02592 -9.78922  0.53
F -0.69888 -0.16196 -12.88980  0.17
H 5.96286 -6.52890 -12.07516  0.31
H 4.10868 -3.52927 -7.36580  0.45
F 5.00678 3.49411 -9.48813  -0.18
H 0.78600 3.01546 -20.72482  0.53
H -6.28109 -2.23449 -19.90853  0.39
H -4.99067 -5.77836 -13.10486  0.35
H -1.47637 6.13396 -6.54899  0.60
H 2.14746 -1.49815 -6.27884  0.66
H -3.91479 -3.79625 -13.24378  0.53
C -0.46658 5.73844 -6.43955  -1.13
H -4.11052 -1.80955 -10.50822  0.68
H 1.83732 -0.71076 -20.50159  0.15
H 5.95549 -0.35492 -11.10945  0.30
H -1.83163 -2.54815 -12.43125  -0.11
C 6.70989 4.40853 -13.78764  -1.16
H 2.48487 -10.49762 -6.89697  0.32
C 4.75646 2.19154 -14.48327  -1.04
H 2.54998 -6.46999 -12.90494  0.57
H -3.20500 -2.65610 -16.20066  0.21
H 0.79836 3.21158 -9.24109  0.22
H 7.22987 -5.35472 -12.25600  0.32
H 5.30866 4.38319 -20.43944  0.37
C -2.56290 -2.84195 -11.67825  1.72
H 3.10673 -1.01386 -16.81508  -0.15
H 4.77744 3.06657 -15.13288  0.39
C 0.31018 -8.06463 -9.70674  -1.10
B 3.13640 5.49134 -16.09150  -0.36
H 4.45704 -5.80672 -16.36766  0.50
H 5.10795 -1.77751 -15.51841  0.77
C 3.11055 -10.12221 -7.70672  -1.32
H 0.84412 1.33702 -20.48729  0.41
H -0.05853 6.59943 -6.96897  0.37
N 1.07165 3.75080 -7.12756  0.73
C 2.34827 4.72449 -7.42821  -0.36
H 3.51567 2.90168 -18.51155  -0.38
C -4.91136 0.37565 -14.82614  -1.49
H -0.47988 -2.24130 -15.35274  -0.05
F 1.06050 -1.50791 -12.28336  -0.06
C -0.69341 -2.31247 -18.29827  -0.94
C 2.29732 -9.46281 -8.92188  -0.50
H 2.39120 1.62194 -4.71359  0.50
H 5.73620 3.46651 -18.95820  0.32
H 2.85628 -8.99601 -9.73291  0.39
C 6.15344 -5.45655 -12.11801  -0.83
H 3.26439 4.13388 -7.42877  0.49
C 2.35632 -1.18928 -8.85393  0.93
N 2.85460 2.21894 -20.44418  0.33
H -5.02560 0.62154 -15.88188  0.45
C 6.44025 3.17924 -12.89780  -0.49
C 6.16594 0.36447 -11.90083  -1.41
H 1.25347 -6.28473 -8.15168  0.35
H -2.98203 -4.94101 -18.04294  0.44
O 1.51971 1.25253 -18.00445  1.37
C 1.28619 2.26182 -20.11659  -1.45
C 7.53333 -0.66398 -13.75828  -1.14
H -0.35542 -1.12060 -8.88577  0.32
H 3.81972 1.64170 -14.57439  -0.05
C -2.98461 -5.76829 -10.70353  -0.70
H 0.93860 -1.37391 -4.13106  0.35
H 3.50493 -5.15264 -15.03055  0.34
C 0.95461 2.38520 -18.64323  -0.65
H 7.73493 -1.59001 -13.21983  0.23
C 2.12619 5.60275 -8.73590  -0.86
C 1.01054 -7.68193 -11.11914  -0.79
C 5.15616 3.45960 -19.88103  -1.44
H 4.10612 4.52187 -13.34242  0.22
H -0.75297 -10.63149 -6.59479  0.46
H -4.52705 -8.28865 -12.01110  0.38
H 6.02130 -4.91487 -11.18141  0.11
H 0.64367 1.59696 -16.15857  0.02
H 7.61311 4.95662 -13.51953  0.41
H 0.28622 -7.63325 -11.93221  0.26
N -2.42063 2.72053 -12.96984  0.45
C 3.81961 -2.52134 -13.89586  0.46
C 2.42842 2.05527 -5.71306  -1.04
C -0.18746 6.88801 -4.33971  -0.80
C 0.01594 -1.85180 -4.46035  -1.31
B 5.76003 2.47906 -8.86127  -0.11
H 1.84089 4.08103 -12.35660  0.75
F 5.99183 2.91487 -7.58509  -0.34
H -2.07033 -3.89090 -16.02063  0.33
H -2.73357 4.70889 -12.34468  0.53
H -3.45625 -1.01775 -12.02152  -0.03
H 6.59513 -4.03030 -16.58533  0.42
F 2.11294 4.68935 -15.53931  0.30
H 0.31887 2.47098 -5.65552  0.41
N 1.20891 -8.41201 -8.49953  0.15
H 4.65483 -1.26114 -8.85111  0.27
H -4.45482 -3.91364 -11.62903  0.43
H 5.37688 -6.69556 -14.40712  0.62
C 1.23255 3.05805 -5.74844  -0.49
H 6.96915 1.02061 -11.56551  0.78
N 5.02404 2.55264 -12.98061  1.27
C 1.07324 2.75683 -8.28939  -1.07
C 1.95775 -5.82663 -12.25421  -1.06
H 5.85631 -2.68280 -17.55852  0.35
H 2.11356 2.49771 -8.48611  0.14
H 2.47112 5.38695 -6.57137  0.39
H 4.67595 1.78781 -11.12546  -0.22
H -4.85986 1.05405 -12.97171  0.36
C 1.61980 1.54376 -16.64071  -0.27
H 2.22822 1.86875 -22.34660  0.58
H -2.40871 -7.80117 -11.03883  0.04
H 0.38489 1.96989 -7.98116  0.37
H -2.67206 2.19741 -14.94431  0.63
H -3.61122 -6.84560 -13.52169  0.36
H -0.37093 1.94349 -13.28559  -0.20
H 2.04581 0.67448 -16.13974  -0.88
C 3.97490 3.72543 -12.60992  -1.00
H 1.98209 5.02330 -9.64781  -0.08
H -5.43560 -7.05833 -11.23005  0.39
H 2.28220 2.77040 -13.50639  -0.79
C -2.91168 4.15564 -13.26679  -0.69
H -1.90706 5.76047 -14.30685  0.37
H -3.59349 -7.42882 -9.66953  0.54
H 1.97682 -0.20558 -8.57753  -0.33
C 1.96724 -7.10819 -8.12806  -1.33
H 2.38111 -7.22223 -7.12616  0.68
H -3.09092 -1.13122 -18.18959  0.21
H -2.12940 2.69417 -10.81934  0.40
H 2.30809 -1.41093 -9.92007  -0.56
C -5.56481 -1.73331 -19.25748  -1.36
C -2.10300 4.70055 -14.46900  -0.98
H 2.29899 2.53234 -11.78218  -0.51
H 2.28912 1.26420 -6.44989  0.07
F 4.82715 1.34949 -8.82869  0.03
H 4.01685 -1.70437 -18.04379  0.51
H 1.67306 -10.27766 -9.28854  0.51
N -3.04209 -5.31084 -12.16853  0.77
C 1.16496 -1.62515 -6.73346  -0.50
N 1.35936 -2.13436 -8.18385  1.44
H 6.91458 3.99706 -14.77602  0.37
H 3.97190 0.76770 -12.39741  -0.83
C 2.09679 -3.50074 -8.33954  -0.21
H 2.27782 -1.82494 -18.13264  0.46
H 0.03504 6.48404 -3.35208  0.27
F 0.70160 0.29313 -11.08778  -0.37
H 1.07580 -5.61053 -12.85716  0.23
H -0.43514 3.44600 -15.24096  -0.51
H -0.63930 -2.21764 -19.38279  0.55
H -4.27751 -0.50523 -14.72428  0.03
O 5.39975 -5.01255 -13.20023  0.21
H -2.65131 4.51260 -15.39211  0.40
H -0.34935 -2.65910 -3.82557  0.42
H 7.05610 2.28923 -13.02704  0.38
H 2.84670 -0.25979 -21.93111  0.46
H -0.75006 -2.86446 -8.67282  0.44
C 5.69948 -3.64635 -17.07368  -0.99
H -2.67895 1.18501 -11.48162  0.52
H -1.04150 -4.65448 -12.42337  0.15
H -4.63436 -3.64205 -19.25600  0.39
H -0.12477 2.34143 -18.49785  0.58
C -4.45610 -7.25757 -11.66475  -1.09
H 3.39556 0.54057 -19.18104  -0.32
H 2.92323 6.34071 -8.82675  0.49
H -1.22207 7.23080 -4.32632  0.32
H 4.61151 0.81756 -20.39869  0.55
H -4.79600 -2.89840 -17.64986  0.17
H 3.67307 -10.95113 -8.13633  0.43
H -0.39050 -8.03233 -7.00438  0.39
H 0.50008 7.64734 -4.71228  0.33
H -1.13748 3.71852 -6.96443  0.58
H 0.34539 -11.05882 -7.74084  0.30
H 4.31695 4.08870 -11.64082  0.34
C -3.54190 -3.84644 -12.22078  -1.50
N 4.59862 -3.70691 -16.03124  0.14
C -2.11768 -4.52480 -18.56040  -1.03
H 0.50223 -0.78925 -17.08343  -1.22
C 0.34178 -2.53435 -5.83600  -0.70
C 5.58089 -5.62674 -14.47114  -1.13
H -1.90312 -5.03219 -13.96230  0.12
H 5.89271 5.12094 -13.90072  0.24
F 3.82932 4.64688 -16.90719  -0.18
C 2.94044 2.56847 -21.90929  -1.08
H -0.44111 4.70934 -8.26979  0.33
N -2.03645 -3.03125 -18.03781  0.59
H 0.69399 -0.64356 -6.78606  0.01
C -0.76603 3.93639 -14.32546  0.24
C -4.09970 -6.28051 -12.72786  -0.41
H 5.66270 2.70431 -20.48192  0.47
H -5.87244 -0.06197 -14.55609  0.44
H 2.41431 -4.86160 -12.03427  0.19
H 1.15544 6.09050 -8.64734  0.25
C -3.16490 -2.08050 -18.72015  -0.70
H -3.99232 4.06363 -13.37569  0.55
H 4.25978 -1.83819 -13.16946  -0.22
H -2.18161 -4.36790 -19.63715  0.35
H -2.80186 -2.09567 -19.74781  0.48
C -0.33750 -10.23781 -7.52243  -1.23
C 0.31611 -8.82009 -7.26563  -0.41

Cartesian forces, eV/Å:
0.48 -0.02 -0.09
-0.15 -0.09 -0.01
-1.54 -0.66 0.68
0.39 0.41 0.06
0.41 1.10 -0.77
-0.40 0.44 0.24
0.06 -0.27 0.15
-1.12 0.05 0.96
-0.15 -0.13 1.17
-0.14 0.31 -0.87
0.42 0.23 0.43
-0.30 -0.06 0.47
1.64 1.20 0.26
0.31 0.47 -0.56
-0.22 -1.28 -0.63
0.64 0.10 -0.33
0.36 2.91 0.32
0.08 0.17 -0.71
1.20 0.27 -0.89
-1.86 1.85 1.09
-0.23 0.24 -0.03
1.02 -0.84 0.23
-0.80 -0.13 0.08
0.70 0.10 0.80
0.44 -0.71 0.21
-0.39 -0.25 -0.31
-0.01 -0.68 -0.04
-1.20 2.37 -2.20
0.82 0.26 -0.46
-0.58 -0.53 0.52
0.59 -0.11 0.02
-0.45 -0.09 0.31
2.52 2.19 1.83
-0.82 0.73 0.18
-0.60 -0.58 -0.65
-0.22 -0.02 -0.11
1.02 -0.42 1.02
0.28 0.25 0.41
-0.10 1.99 -0.12
0.14 0.49 -0.09
-0.13 0.26 0.01
-1.31 -0.28 -0.11
-0.03 -0.07 -0.60
-0.11 0.19 0.08
-0.94 0.72 0.70
-0.54 -0.14 0.36
0.44 0.18 0.30
0.79 -0.28 -0.74
-0.06 -0.07 -0.02
-0.56 -0.21 0.41
-0.23 -0.59 -2.28
-0.48 0.25 -0.65
0.07 0.02 -0.49
0.32 0.24 -0.35
0.80 0.64 0.71
0.09 0.12 -0.19
0.31 -0.58 -0.04
-0.15 -0.13 0.08
0.44 -0.57 -0.05
-0.79 -0.54 -0.05
-0.03 0.25 0.16
-0.81 -0.96 -1.36
0.41 0.07 -0.07
-0.28 0.06 0.18
0.05 0.68 -0.13
-0.37 -0.21 0.64
0.37 0.73 -0.77
0.54 0.69 0.06
-0.17 0.08 -0.41
-1.97 -0.72 1.67
-0.05 -0.06 0.35
-0.13 -0.08 0.87
-1.02 -0.30 0.86
0.37 0.26 -1.22
0.06 -0.25 0.12
0.23 0.15 0.14
0.23 0.09 0.24
1.36 0.42 0.10
0.64 0.10 0.58
0.06 0.05 -0.21
0.63 2.24 0.05
-0.48 0.26 -0.65
0.32 -0.39 0.04
0.08 -0.20 0.91
-0.31 0.19 0.21
-0.14 0.29 -0.93
0.60 0.47 0.16
-0.02 -0.16 0.25
0.38 0.37 -0.10
-0.99 -0.83 0.62
0.13 0.04 -0.34
0.41 0.84 -0.18
-0.22 1.12 -0.59
-0.06 -0.04 -0.24
-0.33 0.94 -0.02
0.13 -0.32 -0.19
-0.12 0.21 -0.26
0.01 -1.27 -0.87
0.02 0.12 -0.22
0.31 -0.46 0.93
0.56 0.01 0.31
-0.07 0.25 -0.56
-0.56 0.27 0.41
0.24 0.04 -0.51
-0.10 0.07 0.31
0.73 -0.83 -0.49
-0.30 -0.48 0.64
-0.19 0.18 0.39
1.31 -1.43 -0.27
0.18 -0.07 2.47
0.25 -0.12 0.16
-0.33 0.39 0.34
0.22 1.03 -1.56
0.48 -0.26 -0.12
1.28 -0.17 -0.42
0.39 0.92 -0.96
-1.38 0.88 -0.53
-0.05 0.00 -0.23
-1.48 -3.21 -2.50
0.04 0.54 0.19
0.46 -3.10 -0.37
0.02 -1.01 0.35
-1.19 -1.07 2.14
0.28 -0.03 -0.02
-0.26 0.39 0.05
0.18 -0.14 0.39
1.46 -1.47 -0.23
-0.34 -0.48 -0.43
-0.01 0.27 -0.15
0.05 -0.18 0.50
0.35 0.13 -0.09
-0.59 -0.11 1.23
-1.73 1.02 -2.17
-0.21 -0.20 0.28
-0.12 -0.06 -0.67
0.06 0.55 -0.10
0.64 -1.00 -0.19
0.95 0.66 1.89
-0.14 -0.16 -0.26
-0.26 0.43 0.33
1.59 2.10 0.18
-0.42 0.09 0.63
0.14 -0.44 0.31
0.63 -0.15 -1.44
0.53 -0.50 -0.77
-0.75 -1.22 1.26
-1.31 -0.28 1.16
-0.66 -0.36 -0.11
0.01 -0.33 -0.18
-0.07 0.51 0.42
-0.11 0.17 -0.45
-0.99 0.03 -0.28
-0.41 0.55 -0.07
-0.10 -0.25 0.46
-1.23 0.42 0.41
-0.13 -0.91 0.14
-0.04 0.05 -0.01
-0.94 1.04 -0.02
0.31 -1.33 -0.24
0.18 -1.17 -1.48
-0.48 0.21 0.37
0.28 0.35 -0.40
0.28 -0.36 0.49
0.71 -0.06 -0.23
0.17 0.04 -0.07
-0.55 0.32 0.31
0.10 0.27 -0.27
-0.96 -1.24 0.97
-0.17 0.23 0.28
1.51 2.23 -0.76
-0.64 0.10 -1.00
0.02 0.33 0.20
0.28 -0.38 0.16
0.75 -1.00 -1.23
0.38 -0.45 -0.28
-0.67 0.52 -2.07
0.66 0.54 0.88
-0.23 -0.16 0.43
-0.08 0.20 0.76
-0.05 -0.78 0.42
-0.54 -0.01 0.08
0.00 -0.65 0.40
0.49 0.56 0.49
0.26 -0.87 1.21
0.29 0.22 -0.61
-0.11 -0.22 0.23
0.27 -0.29 -0.40
-0.15 -0.50 -0.34
-0.06 0.40 -0.32
-0.45 0.06 -0.63
0.45 -0.01 -0.02
0.55 -1.07 0.56
0.77 -0.22 -0.02
0.28 0.25 0.44
-0.34 0.34 -0.01
-0.47 -0.77 0.17
-0.36 -0.04 -0.37
0.39 -0.66 -0.06
0.47 0.20 -0.58
-0.73 -0.48 0.22
0.06 -0.02 -0.15
-0.02 -0.04 -0.29
0.07 0.23 -0.21
-0.32 0.44 -0.05
-0.67 0.38 -0.08
-0.08 -0.84 1.45
0.41 -0.17 0.14
0.15 -0.01 0.00
0.47 -0.29 -0.12
-0.02 -0.35 -0.30
0.23 0.04 -0.48
-0.20 0.22 0.19
0.10 -0.97 0.13
-0.45 -0.95 0.12
-0.02 0.35 -0.30
0.24 -0.25 -0.08
0.29 1.52 1.19
-0.03 -0.29 0.09
0.26 0.73 0.05
-0.78 0.34 0.70
-0.58 -0.07 0.24
0.05 0.29 0.01
0.19 0.68 0.14
0.55 -0.10 -0.19
-1.32 1.57 -1.19
0.31 0.19 -0.05
0.43 0.28 0.44
0.47 0.58 -0.75
-0.25 -0.96 -0.13
0.44 0.00 0.90
-0.40 -0.85 0.09
-0.23 0.09 -0.15
0.05 -0.11 -0.24
0.58 -0.03 0.11
-0.18 0.44 -0.14
0.28 -1.46 1.18
0.28 0.97 0.32
-0.07 -0.21 -0.05
-0.04 -0.07 -0.36
-0.35 0.46 -0.61
-0.11 -0.32 0.04
-0.38 -0.28 -0.13
0.01 0.04 -0.48
-0.08 0.16 0.38
0.44 -0.29 0.21
0.26 0.44 -0.55
0.06 -0.14 0.03
-0.83 -2.03 -0.18
-0.96 0.64 -0.91
0.23 2.73 1.19
0.11 -0.72 -0.14
-1.03 0.26 -0.24
-0.51 0.11 0.43
-0.04 0.08 0.15
0.03 -0.13 0.26
1.42 -1.15 -1.36
-0.01 -0.54 0.35
-0.19 -0.17 0.05
-0.87 1.31 1.27
0.01 0.00 -0.32
0.57 -0.50 0.58
0.48 -0.23 -1.31
-0.44 -0.34 -0.12
-0.33 0.32 0.02
0.34 -0.32 -0.03
0.29 0.53 0.24
1.31 -2.49 -0.08
0.06 0.32 -0.24
-0.31 -0.33 0.54
-0.06 -0.89 0.10
-0.05 0.78 -0.01
0.04 0.67 1.23
1.26 -1.82 -1.41